(1)
Computed, not measured: the ion C9H9N2S with charge +1 at a distorted geometry, with ωB97M-V/def2-TZVPD.

The expectation value of S² is 2.05. For the frontier orbital gap (spin up / spin down), the calculation gives 6.86 / 4.69 eV. As for the net charge: +1. The LUMO energy (spin up / spin down) is -0.117 / -0.277 Ha. Its spin multiplicity is 3.

Last column: Löwdin charge in e.
Atoms and positions in Å:
C 1.53752 1.58552 -0.00460  0.02
C 2.42051 0.56031 -0.01574  0.00
C 0.61579 -1.05476 -0.39450  0.03
C 0.13726 1.32483 -0.17181  -0.26
C 1.98803 -0.79045 -0.20001  -0.28
C -0.28145 -0.02667 -0.42025  -0.43
C -0.82682 2.23439 0.01100  -0.08
C -1.73676 3.10863 0.20689  0.04
C -3.16077 -2.22183 0.51251  -0.04
N -2.11265 -1.57136 0.25038  -0.34
N 2.87737 -1.77832 -0.21802  0.19
S -1.99724 -0.24846 -0.71415  1.16
H 1.85987 2.60366 0.14855  0.13
H 3.47621 0.74221 0.12056  0.12
H 0.27740 -2.06850 -0.54333  0.12
H -2.14203 3.32398 1.18571  0.08
H -2.17050 3.68136 -0.60123  0.08
H -4.15349 -2.02379 0.12024  0.09
H -3.05401 -3.05269 1.19596  0.09
H 3.86267 -1.59578 -0.11066  0.13
H 2.58307 -2.73229 -0.35750  0.13

(2)
Computed, not measured: a cluster of 2 separate species, C9H9N5 in total at a distorted geometry, with ωB97M-V/def2-TZVPD.

For the frontier orbital gap (spin up / spin down), the calculation gives 6.13 / 6.13 eV. As for the net charge: 0. The LUMO energy (spin up / spin down) is -0.059 / -0.059 Ha. Its spin multiplicity is 1.

Last column: Löwdin charge in e.
Atoms and positions in Å:
C 0.70979 1.86512 -1.97074  -0.38
C 1.19828 3.05034 0.02145  -0.34
C 2.28202 -1.08517 -1.10450  -0.22
C 3.46206 -0.46089 0.97374  -0.15
C -1.24578 0.86348 0.69403  0.00
C -0.69568 -1.25061 -0.42708  -0.03
C 1.56325 2.25713 -1.01251  -0.22
C 2.18530 -0.93021 0.33396  -0.21
C 0.99677 -0.01543 0.78710  0.03
N -0.06518 1.41332 -2.69365  0.12
N 0.75982 3.31540 1.05892  0.10
N 2.58724 -1.25008 -2.19097  0.23
N 4.39917 0.02833 1.42990  0.20
N -0.26013 -0.30421 0.57595  -0.13
H -1.07616 1.29717 -0.39654  0.10
H -2.32294 0.43932 0.66197  0.12
H -0.96734 1.74060 1.37950  0.09
H -0.44623 -0.84017 -1.46578  0.12
H -0.08599 -2.12706 -0.35955  0.08
H -1.75382 -1.54981 -0.28813  0.11
H 2.64660 2.38269 -1.34148  0.13
H 2.14564 -1.93862 0.63918  0.14
H 1.22092 0.80303 1.43455  0.12

(3)
Computed, not measured: the molecule C9H9NO2S at a distorted geometry, with ωB97M-V/def2-TZVPD.

The expectation value of S² is 2.01. For the frontier orbital gap (spin up / spin down), the calculation gives 7.59 / 7.18 eV. As for the net charge: 0. The LUMO energy (spin up / spin down) is 0.028 / -0.084 Ha. Its spin multiplicity is 3.

Last column: Löwdin charge in e.
Atoms and positions in Å:
C 1.59123 2.22642 -0.34017  -0.11
C 2.70118 1.57053 0.14956  -0.05
C 0.35668 1.71094 -0.50374  -0.04
C 2.45750 0.22336 0.46000  -0.03
C 0.13905 0.38633 -0.14362  -0.09
C 1.19987 -0.37825 0.39241  -0.20
C -1.78770 -1.21408 -0.85016  -0.17
C -1.33533 -0.08132 -0.26402  -0.24
C 1.03208 -1.82003 0.79322  -0.06
N -2.15958 0.84812 0.24531  -0.28
O -2.95700 -1.69758 -0.91485  0.09
O -4.53666 -0.25800 0.20318  -0.51
S -3.69844 0.92228 0.41679  0.90
H 1.84986 3.20836 -0.72695  0.11
H 3.54136 2.16389 0.16241  0.08
H -0.26043 2.48577 -0.79314  0.10
H 3.33809 -0.25445 0.83200  0.10
H -1.10120 -1.88880 -1.40791  0.15
H 1.92572 -2.29895 1.30868  0.10
H 0.25602 -2.20636 1.42915  0.08
H 1.14426 -2.43872 -0.07936  0.07
H -3.69654 -1.20947 -0.36879  0.01

(4)
Computed, not measured: the molecule C9H9NO3 at a distorted geometry, with ωB97M-V/def2-TZVPD.

For the frontier orbital gap (spin up / spin down), the calculation gives 6.63 / 7.72 eV. As for the net charge: 0. The LUMO energy (spin up / spin down) is -0.078 / -0.076 Ha. Its spin multiplicity is 1.

Last column: Löwdin charge in e.
Atoms and positions in Å:
C 1.00116 -1.64132 -0.71245  0.02
C -0.19515 -1.16439 -0.84036  -0.06
C 0.50868 1.11549 -0.12360  0.07
C 1.80631 0.61745 -0.05464  -0.14
C 2.14131 -0.79044 -0.26806  -0.38
C -3.00653 0.19120 0.02233  -0.45
C -2.53478 -0.89218 1.09271  -0.27
C -0.53337 0.19344 -0.48101  -0.16
C 2.94300 1.53035 0.26237  -0.06
N -1.88845 0.62054 -0.65513  0.13
O 3.21035 -1.24850 -0.04186  0.14
O -4.09982 0.46977 -0.29460  0.13
O -1.26174 -1.05831 1.33138  -0.02
H 1.06862 -2.69803 -0.80918  0.12
H -1.02100 -1.79537 -0.87324  0.11
H 0.22413 2.10262 0.06430  0.11
H -3.09869 -0.77553 2.01841  0.13
H -3.00507 -1.71176 0.55639  0.12
H 3.65154 1.28321 1.08910  0.10
H 2.61720 2.56924 0.64724  0.10
H 3.62869 1.80696 -0.55025  0.09
H -2.15638 1.27558 -1.37985  0.17

(5)
Computed, not measured: a cluster of 2 separate species, C9H9NS2 in total at a distorted geometry, with ωB97M-V/def2-TZVPD.

For the frontier orbital gap, the calculation gives 7.57 eV. As for the net charge: 0. The LUMO energy is -0.032 Ha. Its spin multiplicity is 1.

Last column: Löwdin charge in e.
Atoms and positions in Å:
C -2.87453 0.64944 -0.95425  -0.29
C 1.59963 1.08345 1.91472  -0.04
C 1.08025 1.69291 0.78001  -0.08
C 1.66756 -0.34409 2.00546  -0.05
C 0.72787 0.92615 -0.28943  -0.04
C 1.38061 -1.03629 0.87700  -0.11
C 0.94925 -0.48473 -0.26943  -0.37
C -2.44059 0.95357 0.23688  -0.05
C 0.72661 -1.39192 -1.32401  -0.99
N -3.02616 0.26700 -2.10335  0.14
S 0.77826 -3.21622 -1.10971  0.75
S 0.62176 -0.79147 -2.90457  0.63
H 1.81203 1.65070 2.87197  0.12
H 0.87095 2.68309 0.83103  0.08
H 2.08896 -0.76370 2.84506  0.08
H 0.36087 1.39694 -1.11031  0.06
H 1.54535 -2.13911 0.94123  0.09
H -1.91237 0.32569 1.03334  0.09
H -2.48143 1.97611 0.65403  0.06
H 0.42166 -3.41292 -2.33251  -0.18
H -3.89654 -0.02460 -2.59316  0.09

(6)
Computed, not measured: a cluster of 2 separate species, C9H9O4S in total at a distorted geometry, with ωB97M-V/def2-TZVPD.

For the frontier orbital gap (spin up / spin down), the calculation gives 6.51 / 6.28 eV. As for the net charge: -1. The LUMO energy (spin up / spin down) is 0.120 / 0.118 Ha. Its spin multiplicity is 1.

Last column: Löwdin charge in e.
Atoms and positions in Å:
C -0.66742 -1.12403 0.57414  -0.05
C 0.73953 -0.43967 -1.26843  -0.03
C -0.90937 0.29875 0.82269  -0.12
C 0.30064 0.83458 -1.14632  -0.07
C 0.48154 -1.44835 -0.28709  -0.18
C -0.51735 1.22132 -0.10257  -0.33
C 1.79144 -3.62668 0.46445  -0.13
C 1.38046 -2.42605 -0.11559  -0.20
C -0.95838 2.67596 -0.07387  -0.05
O -3.82920 -0.48496 1.10447  -0.38
O -2.97900 0.24245 -1.06968  -0.35
O -3.54933 -2.15589 -0.57394  -0.43
O 2.48127 -3.08823 -0.62641  0.05
S -3.07491 -0.81015 -0.09176  0.52
H -0.88604 -1.96850 1.16227  0.09
H 1.42028 -0.69331 -2.06638  0.10
H -1.43288 0.55972 1.70224  0.10
H 0.38841 1.55893 -1.85109  0.08
H 2.31992 -3.47213 1.34940  0.09
H 1.22227 -4.50445 0.46239  0.10
H -0.10233 3.35051 -0.35198  0.09
H -1.82509 2.76965 -0.61396  0.04
H -1.14828 2.96493 0.96351  0.07

(7)
Computed, not measured: a structure of composition CAgF3MgNO4S3 at a distorted geometry, with ωB97M-V/def2-TZVPD.

For the frontier orbital gap, the calculation gives 6.06 eV. As for the net charge: -1. The LUMO energy is 0.065 Ha. Its spin multiplicity is 1.

Last column: Löwdin charge in e.
Atoms and positions in Å:
Ag 2.51864 -3.60856 6.53119  0.70
N 1.00848 -1.80402 6.55204  -0.40
S -0.36788 -1.74932 5.95944  0.45
O -0.29675 -1.50804 4.43248  -0.45
C -1.08816 -3.48847 5.95575  -0.70
F -1.36054 -3.87681 7.20211  0.11
F -0.17713 -4.33931 5.45413  0.06
F -2.19794 -3.59648 5.23239  0.12
Mg 1.77392 -1.41346 4.52521  0.56
S 4.55988 -2.31652 3.99961  0.38
O 3.08645 -2.93908 4.42681  -0.97
S 4.43600 -0.43641 4.98177  0.38
O 3.03438 0.09364 4.30928  -0.86
O -1.44317 -0.93053 6.58263  -0.37

(8)
Computed, not measured: a structure of composition CAgF3O2S at a distorted geometry, with ωB97M-V/def2-TZVPD.

For the frontier orbital gap, the calculation gives 7.28 eV. As for the net charge: 0. The LUMO energy is -0.071 Ha. Its spin multiplicity is 1.

Last column: Löwdin charge in e.
Atoms and positions in Å:
O 1.41560 1.08314 -0.71517  -0.57
Ag 2.67074 -0.66130 0.17835  0.82
S -0.03924 0.81152 -0.95479  1.13
O 0.41026 -1.00985 0.40660  -0.32
C -0.72738 -0.16384 0.52466  -0.73
F -1.10568 -0.48401 -1.61533  -0.41
F -0.53506 0.55808 1.68505  0.01
F -2.08923 -0.13373 0.49062  0.07

(9)
Computed, not measured: a structure of composition CAuNO at a distorted geometry, with ωB97M-V/def2-TZVPD.

For the frontier orbital gap, the calculation gives 6.39 eV. As for the net charge: -2. The LUMO energy is 0.307 Ha. Its spin multiplicity is 1.

Last column: Löwdin charge in e.
Atoms and positions in Å:
Au 0.00159 0.00427 0.00100  0.27
N 0.31990 2.51622 1.92244  -0.22
C 0.20208 1.58644 1.21123  -0.78
O -0.18044 -1.43220 -1.09777  -1.28

(10)
Computed, not measured: a structure of composition CBr2N2O at a distorted geometry, with ωB97M-V/def2-TZVPD.

For the frontier orbital gap (spin up / spin down), the calculation gives 8.08 / 8.08 eV. As for the net charge: 0. The LUMO energy (spin up / spin down) is -0.036 / -0.036 Ha. Its spin multiplicity is 1.

Last column: Löwdin charge in e.
Atoms and positions in Å:
C 1.27358 -0.23979 0.24385  -1.11
N 0.16636 0.31242 0.24746  -0.06
N -0.92221 0.31049 -0.30321  -0.14
O -2.01716 0.50730 0.00217  0.08
Br 2.62989 1.16870 -0.04481  0.58
Br 2.02896 -2.00409 0.01473  0.65